# 1
50
Properties=species:S:1:pos:R:3:forces:R:3:nbo_charge:R:1 method="wB97M-V/def2-TZVPD" de_lowest_ev=1.103 largest_force_ha_per_bohr=0.0364 smiles=CCCCC.O.O.O.O.O.O.O.O.O.O.O homo_ev=-10.5463 orbital_gap_ev=10.6 energy_ha=-1038.5187 molar_mass_da=270.3
O -2.9068 2.5515 -0.6957 0.2 0.6 -0.3 -0.96
O -4.0659 -0.2695 -3.7266 -0.1 -0.1 0.1 -0.96
O 3.5281 -0.4367 -1.7291 0.1 -0.4 -0.5 -1.00
O -1.2657 -0.0810 4.9701 -0.4 -0.3 1.5 -0.95
O -3.1989 -0.0951 -1.1843 0.3 0.7 1.2 -1.01
O 3.2129 1.8600 3.2037 0.1 -0.5 1.3 -0.97
O -2.9635 -2.0468 0.8840 -0.4 -0.3 0.5 -0.95
O -0.3928 2.9625 -2.5627 -0.1 0.0 0.4 -1.01
O 1.2867 0.0436 -3.0696 -0.3 0.2 -0.3 -0.98
O -1.3167 0.4710 -2.9620 0.5 0.0 -0.4 -1.01
O 3.3328 1.6256 0.0934 0.3 0.2 0.0 -0.96
C 1.0494 -1.3379 2.0371 -0.7 1.2 1.0 -0.40
C 2.2120 -3.0006 0.6223 0.5 0.3 -1.0 -0.60
C 1.9436 -1.5048 0.8011 -1.1 -0.3 -0.2 -0.41
C -0.3248 -0.6662 1.8723 -0.5 1.1 -0.4 -0.40
C -0.2441 0.8269 1.4722 1.1 -0.8 -1.3 -0.63
H 1.2119 1.0029 -3.1498 0.1 0.0 0.1 0.48
H -2.9610 -1.7793 1.8116 0.1 0.2 -0.1 0.48
H 0.5441 0.9342 0.7154 0.1 0.1 0.2 0.22
H 0.0844 1.3778 2.3499 -0.2 0.3 -0.1 0.20
H -1.8825 0.1751 -2.2226 -0.4 -0.2 -0.1 0.52
H 3.6232 -1.3910 -1.6480 0.2 0.0 0.1 0.47
H -3.0859 -0.5082 -0.3107 -0.1 -0.7 -0.4 0.51
H 3.9884 0.9817 -0.2050 -0.1 -0.2 0.1 0.49
H -2.0343 2.9762 -0.6721 0.1 -0.3 0.1 0.51
H -3.6535 -1.1326 -3.5988 -0.1 0.0 -0.2 0.46
H -0.8228 2.1204 -2.8271 0.3 0.2 -0.1 0.50
H -0.3740 0.2192 4.7925 -0.1 0.1 -0.7 0.49
H 2.8429 -0.8983 0.8507 0.1 -0.2 0.3 0.22
H 3.5300 1.3516 2.4543 -0.3 0.7 -0.5 0.49
H 2.8234 2.6993 2.9622 0.2 -0.1 -0.8 0.48
H 0.3477 -0.1992 -2.9459 0.3 0.1 0.0 0.51
H 0.7327 -2.2725 2.4948 0.8 -0.4 0.1 0.20
H 2.7802 -0.3495 -2.3623 0.1 0.1 0.5 0.50
H 1.4268 -1.0878 -0.0692 0.0 -0.2 -0.1 0.21
H 2.4741 -3.4244 1.5860 0.0 -0.4 0.0 0.21
H 1.5935 -0.7247 2.7645 0.0 -0.4 0.3 0.21
H -1.1067 1.2702 0.9757 -0.4 -0.1 0.5 0.20
H 1.3671 -3.5107 0.1540 -0.3 0.0 0.6 0.20
H -3.3065 3.0114 -1.4461 -0.2 -0.1 0.1 0.49
H 3.0077 -3.2202 -0.0975 0.3 0.2 0.2 0.19
H -1.8483 -0.0935 4.2165 0.4 0.4 -0.4 0.47
H -0.9387 -1.3228 1.2466 0.2 0.6 -0.3 0.21
H 0.0187 3.3821 -3.3197 -0.1 -0.1 -0.2 0.47
H -4.2700 -0.0382 -2.8036 0.1 0.0 -0.3 0.49
H -1.7823 0.3076 -3.7905 -0.4 -0.1 0.3 0.51
H -3.1004 0.8581 -0.9335 -0.2 -0.1 -0.3 0.51
H 2.9882 1.9016 -0.7621 -0.3 0.1 0.1 0.47
H -3.2312 -2.9725 0.9465 0.0 0.1 -0.3 0.49
H -0.8733 -0.5466 2.8173 0.5 -1.1 -0.1 0.17


# 2
54
Properties=species:S:1:pos:R:3:forces:R:3:nbo_charge:R:1 method="wB97M-V/def2-TZVPD" de_lowest_ev=7.434 largest_force_ha_per_bohr=0.1931 homo_ev=-5.3548 orbital_gap_ev=8.0 energy_ha=-1223.7478 total_charge=-1 molar_mass_da=315.3
O 2.6675 0.3697 4.0186 -2.6 3.0 -0.6 -0.99
O -0.4941 0.7001 2.8767 0.9 -5.3 -4.4 -0.93
O 2.3031 -0.0903 -4.2236 0.4 1.4 0.1 -0.96
O -0.6605 2.8929 1.7434 1.8 2.7 0.0 -0.99
O 2.0587 2.9774 -1.7135 0.8 -1.4 2.6 -0.98
O -2.8631 -2.3068 -1.5293 -0.9 0.3 0.4 -0.98
O 1.8883 2.1243 0.9116 -1.7 -1.9 -2.6 -1.12
O -2.6675 -0.2273 1.0959 1.7 0.1 -0.3 -0.98
O -0.2134 -1.0575 4.6815 0.4 -0.3 2.0 -0.96
O 2.2332 -0.2734 1.4469 1.1 2.3 -0.6 -0.90
O -1.0315 -3.1096 1.7336 0.5 -2.8 2.9 -0.95
O -2.6066 -0.0959 -3.8466 -8.0 -3.5 4.8 -0.91
N 0.0970 -0.6313 0.3292 0.1 -0.9 0.6 -0.77
N -1.6150 1.7746 -1.4219 2.4 1.1 -4.4 -0.87
C 1.1892 -1.0730 1.4641 -0.1 -1.3 -2.0 0.15
C -0.3408 -0.2363 -2.1411 -2.2 0.0 0.1 -0.48
C -0.5082 1.2728 -2.2204 -0.1 -0.9 -3.3 -0.25
C 0.6132 -0.6338 -1.0349 -1.3 -4.3 0.0 -0.08
C 0.8351 -2.1247 -1.3275 3.6 -1.4 0.2 -0.61
H 0.3533 -2.7644 -0.5915 0.2 0.1 0.2 0.23
H 2.0059 0.9598 0.9135 0.4 0.5 1.7 0.51
H -2.2667 1.2071 -1.0737 -2.6 -3.2 1.6 0.36
H 1.5681 -0.1902 -1.1033 1.1 1.3 -0.2 0.17
H -0.4318 0.2220 0.2770 0.6 1.0 1.6 0.35
H -3.7948 -2.4372 -1.8775 1.7 0.8 1.1 0.48
H -0.6369 1.5329 -3.3629 0.0 -0.2 1.8 0.14
H 0.2812 1.1337 3.0067 2.9 2.2 0.7 0.48
H 0.7736 -1.2374 2.4666 -0.8 0.5 -0.6 0.14
H -1.4190 2.3964 1.5872 -1.5 -1.5 -0.6 0.45
H 2.4663 0.7335 -3.6898 -0.4 -1.4 -0.5 0.49
H -2.6956 0.5194 -3.1318 0.1 0.6 0.3 0.47
H 0.1377 2.4764 1.3500 -0.2 -0.1 -0.1 0.51
H 0.4186 -2.4703 -2.2721 0.4 0.1 -0.3 0.20
H -1.9820 0.1446 -4.3529 7.3 3.0 -5.7 0.45
H 2.0440 -2.3505 -1.2608 -3.0 0.1 -0.4 0.19
H 0.6838 -0.9004 4.3684 -0.1 0.1 -0.1 0.49
H 2.1181 -0.8108 -3.6206 0.0 0.1 0.4 0.48
H 0.4987 1.6748 -2.0339 -0.9 0.5 0.6 0.24
H -1.2572 2.3562 -0.7869 1.0 2.9 3.2 0.36
H -2.7777 -1.6010 -0.8163 -0.9 -1.3 -1.3 0.50
H 2.4999 2.2740 -1.0626 -1.4 2.3 -1.7 0.50
H 1.4603 3.4160 -1.0488 0.9 -0.6 -0.9 0.48
H -2.7691 0.3111 1.8671 -1.1 0.5 0.9 0.46
H 3.3169 -0.2455 3.7070 0.1 -0.1 -1.3 0.49
H -1.1637 1.0390 3.3154 -4.3 2.9 3.7 0.46
H 2.2009 0.9294 3.2255 2.6 -3.0 2.2 0.50
H -0.7252 -1.3881 3.9618 -0.2 -0.3 -0.9 0.48
H -1.3853 -0.7735 -2.2285 2.0 0.9 1.4 0.26
H 2.2950 2.5618 1.6108 1.4 0.8 1.9 0.46
H -0.9671 -2.3331 1.2765 0.5 3.6 -2.2 0.48
H -1.6648 -3.6226 1.2753 -1.0 -0.8 -0.7 0.46
H 1.5996 -2.1212 1.1923 -1.4 1.0 -0.3 0.13
H -0.0025 -0.7038 -3.0557 0.8 0.6 -0.5 0.22
H -1.6670 -0.1900 1.1262 -1.1 -0.9 -0.5 0.50


# 3
55
Properties=species:S:1:pos:R:3:forces:R:3:nbo_charge:R:1 method="wB97M-V/def2-TZVPD" de_lowest_ev=4.234 largest_force_ha_per_bohr=0.0357 homo_ev=-12.1358 orbital_gap_ev=9.8 energy_ha=-1298.9064 total_charge=+1 molar_mass_da=331.3
O 3.3728 -1.9207 -2.6417 -1.1 0.7 -0.3 -0.96
O -2.6396 -0.2775 3.1441 0.6 -0.8 -0.7 -1.01
O -1.1474 -3.0945 -1.3839 0.1 0.2 0.2 -0.98
O -0.9008 2.4232 -0.5460 -0.4 -0.5 0.1 -0.65
O -3.5315 1.5622 -0.2343 -0.4 -0.3 0.5 -0.98
O 0.6859 0.9920 -4.0265 0.8 -1.2 -0.2 -1.00
O -0.7439 2.9293 -3.2485 -0.4 0.4 0.8 -0.96
O -2.8083 2.2354 2.2814 -0.9 0.5 0.2 -0.97
O 0.4538 -2.7489 2.7249 1.5 0.4 -0.6 -0.96
O 3.1335 2.7716 -1.5529 0.5 0.0 -0.5 -0.94
O 0.7341 -5.1993 1.3768 0.1 0.2 -0.3 -0.96
O 2.3033 -2.7365 0.1692 0.0 0.3 -0.9 -0.97
O -1.6886 -2.2114 1.1356 0.3 0.7 0.2 -0.99
N 0.3310 2.1467 2.8247 -0.3 0.4 -0.1 -0.83
N 0.8646 -1.0663 -1.9316 0.7 -0.4 0.1 -0.75
C 1.2190 0.9642 -0.6417 -0.1 -0.4 0.4 -0.14
C 1.4135 1.6685 0.6812 -1.0 -0.8 -0.3 -0.41
C -0.8066 2.5782 0.6624 0.0 1.2 -1.4 0.48
C 0.0617 1.6745 1.4647 0.7 0.6 1.2 -0.15
C 0.9914 -0.3332 -0.6845 -0.3 0.5 0.0 -0.08
H -1.5278 3.2200 -3.7072 -0.3 0.2 -0.5 0.49
H -2.4975 -2.6338 1.3843 -1.0 -0.8 -0.1 0.50
H 2.7073 3.5858 -1.3014 -0.3 0.5 0.3 0.47
H 0.2598 1.3969 3.4956 0.0 -0.1 0.0 0.38
H 3.7694 -1.0462 -2.6774 0.5 -0.2 0.0 0.49
H -1.2675 3.5212 0.9740 0.3 -0.1 1.1 0.17
H 0.8664 -4.3361 1.7988 0.0 -0.2 0.4 0.48
H -2.5722 1.5003 -0.3123 -0.3 0.1 -0.6 0.49
H 0.7693 -0.4586 -2.7469 -0.1 0.4 -0.3 0.46
H 0.8923 -0.9439 0.1910 0.2 -0.2 0.0 0.20
H -0.9782 -4.0403 -1.3254 0.1 0.0 -0.1 0.49
H -3.9148 1.8556 -1.0631 0.2 0.0 -0.1 0.49
H 2.1142 1.1834 1.3555 0.3 0.0 -0.3 0.24
H 0.6933 1.3684 -4.9103 0.1 -0.2 -0.1 0.49
H -1.3302 -2.7986 -0.4677 0.0 -0.1 -0.5 0.50
H -3.0799 -0.3775 3.9870 -0.1 0.3 0.1 0.49
H 1.1563 1.5783 -1.5212 0.5 -0.2 -0.2 0.24
H 0.1140 -1.7697 -1.9211 -0.1 -0.2 0.2 0.46
H 1.7817 -1.5607 -2.0434 -0.4 -0.2 -0.2 0.48
H -3.3010 3.0101 2.5899 0.5 0.1 0.5 0.50
H 0.0743 -2.4877 1.8756 -0.4 -0.2 0.3 0.49
H 2.0365 -3.6528 0.2429 0.0 -0.4 0.3 0.50
H 0.1237 1.5925 -3.5339 -0.5 0.6 0.0 0.49
H 2.4044 -2.3616 1.0380 0.2 -0.2 0.7 0.48
H -3.4710 1.9117 1.6560 0.0 -0.4 -0.8 0.51
H 3.6821 3.0671 -2.2906 0.1 -0.3 0.0 0.48
H -2.6353 0.6483 2.8489 -0.3 0.1 0.7 0.50
H 1.7270 2.6826 0.4623 0.1 0.1 0.5 0.22
H -0.2540 -2.9985 3.2983 -0.8 -0.1 0.4 0.48
H -0.2101 -5.3367 1.4836 -0.1 -0.3 0.0 0.46
H -0.3155 2.8651 3.1266 0.0 0.0 -0.1 0.37
H -1.7295 -1.4706 1.7626 0.0 0.5 0.0 0.52
H 4.0269 -2.5962 -2.5475 0.8 -0.4 0.2 0.50
H -1.0315 2.8460 -2.3224 0.2 0.2 0.0 0.51
H -0.3804 0.6786 1.5475 0.0 -0.1 -0.6 0.21


# 4
55
Properties=species:S:1:pos:R:3:forces:R:3:nbo_charge:R:1 method="wB97M-V/def2-TZVPD" de_lowest_ev=3.002 largest_force_ha_per_bohr=0.0555 homo_ev=-7.7736 orbital_gap_ev=7.4 energy_ha=-1319.5970 molar_mass_da=333.3
O -1.4396 -4.2928 -1.4801 -0.1 1.0 -0.2 -0.95
O -2.7307 -1.9387 -1.5056 0.0 1.6 0.2 -0.95
O 3.1825 -4.7085 0.4799 0.4 -0.3 0.0 -0.95
O 3.4730 -0.6742 0.2510 -0.3 -0.6 -0.6 -0.96
O -0.9047 3.2488 3.1802 -0.6 -0.1 0.2 -0.98
O 3.0775 3.2650 -1.2977 0.3 0.0 1.0 -0.96
O -3.5695 2.0381 1.5232 0.5 0.1 -1.3 -0.95
O -0.7794 1.9791 -0.4757 0.3 0.5 1.2 -0.97
O -0.2661 1.5039 -4.6648 -0.5 0.1 0.1 -0.98
O -3.2607 -0.7805 1.3852 -0.2 -0.1 -0.3 -0.99
O -2.3203 1.0453 -2.5345 1.1 -2.1 -1.0 -0.97
O 0.3796 -1.0507 -1.4946 -0.2 0.9 0.2 -0.98
O 1.8371 1.3346 -2.9609 0.7 -0.1 1.1 -0.98
O 0.3800 4.1318 0.8294 0.5 0.6 -1.2 -0.98
N -0.3811 -0.6369 1.4786 1.9 -1.2 1.2 -0.53
C 1.2428 -1.5225 2.8821 -0.5 -0.7 -1.3 -0.32
C -0.2714 -3.1726 1.4791 -1.2 1.2 1.1 -0.65
C 1.3635 -0.0966 2.8750 -1.2 -1.4 -0.5 -0.33
C 0.2145 -1.8038 1.9834 -0.3 -1.5 -1.1 0.13
C 0.3226 0.3594 2.0677 1.8 2.2 0.3 -0.09
H -1.5516 1.1723 -3.1330 -0.5 1.0 -0.2 0.49
H 2.0500 0.5033 -2.5163 -0.6 -0.5 -0.4 0.49
H -0.8377 -3.9277 -2.1347 0.4 -0.6 -0.3 0.44
H -2.2868 -1.3696 -0.8535 0.3 -0.6 0.2 0.49
H 2.3063 -4.8748 0.1312 -0.2 0.2 0.0 0.47
H 4.0040 3.4196 -1.0283 -0.6 -0.1 -0.3 0.49
H 0.0186 1.8468 -1.0063 -0.7 -0.1 -0.6 0.49
H -3.3999 -1.2852 -1.7493 -0.6 -0.6 -0.4 0.49
H -1.2891 -3.0282 1.0673 0.3 -0.3 0.3 0.22
H -0.4630 2.9548 3.9841 0.1 0.1 -0.3 0.48
H 1.8727 -2.3385 3.3263 -0.7 1.2 -0.4 0.23
H -1.1167 -0.5763 0.7646 0.6 0.1 1.1 0.45
H -0.2889 3.7275 2.6178 0.3 0.1 0.0 0.50
H -3.4406 2.0065 0.5495 -0.5 -0.1 0.7 0.47
H 0.3353 1.6687 -3.9246 0.4 -0.1 -0.2 0.50
H 2.9842 0.1334 0.4210 0.3 0.2 0.5 0.48
H 2.6017 3.1939 -0.4466 0.2 0.2 -0.4 0.49
H 3.2463 -3.7713 0.6684 -0.2 0.3 0.0 0.48
H 0.2368 0.9469 -5.2644 0.0 0.0 0.0 0.48
H -3.5863 0.0916 1.6512 0.2 0.3 0.1 0.51
H 2.1554 0.4261 3.3696 -0.2 0.6 0.2 0.21
H 0.6202 4.8680 0.2463 0.2 0.4 0.7 0.47
H -2.1642 0.0605 -2.5764 -0.8 1.0 0.7 0.47
H -1.5021 2.4324 -0.9304 0.6 -0.6 -0.8 0.50
H 0.4360 -1.7994 -2.0922 0.5 -0.2 0.5 0.48
H -2.7512 2.4906 1.7748 0.1 -0.1 0.7 0.50
H 0.2233 1.4159 1.8865 -0.8 -0.1 -0.3 0.22
H -3.6791 -1.4025 1.9820 0.0 -0.2 0.0 0.48
H -0.3396 -3.7756 2.3813 -0.2 -0.4 -0.1 0.23
H 4.3889 -0.5838 0.5158 0.0 0.4 0.1 0.48
H 0.0316 3.5541 0.1318 -0.5 -0.9 0.6 0.49
H 0.2395 -3.7504 0.7246 0.7 0.3 -0.2 0.22
H 0.9941 -1.0915 -0.7407 -0.2 -0.7 -0.5 0.50
H -1.9811 -3.4755 -1.4003 -0.3 -0.9 0.3 0.49
H 2.3833 1.9092 -2.3978 0.0 0.8 -0.4 0.50